The following is a DFT calculation (ωB97M-V/def2-TZVPD) of the ion CH7N4O with charge +1 at a distorted geometry.

Geometry as XYZ:
```
13
Properties=species:S:1:pos:R:3:forces:R:3
H -2.7582 -0.6097 -0.7379 -3.50 1.08 -1.92
N -1.9868 -0.5049 -0.1939 5.00 0.88 2.32
N -1.4739 0.6305 -0.0511 -1.82 -1.58 -1.50
C -0.2091 0.5162 0.6607 -0.94 2.48 1.48
N 0.8538 1.2252 -0.0140 -0.39 1.15 -0.70
O 0.2113 -0.7602 0.8163 0.37 -3.13 -0.01
N 0.7899 -1.2166 -0.4381 0.45 0.44 2.13
H -0.4177 0.8804 1.7054 0.28 -0.38 -0.81
H 1.5856 1.4599 0.6535 -0.11 0.19 -0.22
H 0.5854 2.0655 -0.5788 0.11 -1.12 0.84
H 1.5296 -1.7881 -0.0283 0.14 -0.28 -0.87
H 0.2005 -1.6799 -1.1313 -0.58 -0.08 0.55
H 1.0895 -0.2183 -0.6625 1.00 0.35 -1.27
```
Positions in Å, forces in eV/Å.

Summary:
**SMILES**: [H]/N=N/[C@H](N)O[NH3+]
**HOMO energy**: -0.51760 hartree
**Energy relative to the best compared isomer or geometry (same formula, charge and spin)**: 54.0 kcal/mol
**Charge**: +1
**Frontier orbital gap**: 9.9369 eV
**2S+1**: 1

Mulliken population analysis, charges in e, atoms 1 to 5: number 1, H, carries 0.22; number 2, N, carries -0.35; number 3, N, carries -0.07; number 4, C, carries 0.26; number 5, N, carries -0.61